No. 1
A 7-piece molecular cluster, C42H87F6N4O8S overall in a non-equilibrium geometry. Source: the OMol25 dataset; level of theory: ωB97M-V with the def2-TZVPD basis set.

Geometry as XYZ:
```
148
Properties=species:S:1:pos:R:3
C 2.41736 -5.15081 6.19673
C 1.95212 -5.26073 4.68510
C 0.75349 -4.41509 4.34183
N 0.80285 -3.72501 2.91587
C 1.25982 -4.66181 1.85452
C 0.29324 -5.89689 1.61390
C -1.17199 -5.41980 1.45115
C -1.62260 -4.35679 2.42533
C -0.61661 -3.20371 2.74670
C 1.82813 -2.58021 2.90123
H 3.27601 -5.82102 6.23729
H 1.66993 -5.59050 6.85713
H 2.78997 -4.19567 6.56683
H 1.90226 -6.34296 4.56517
H 2.81853 -4.90954 4.12466
H 0.76274 -3.56337 5.02198
H -0.15707 -4.97901 4.54424
H 2.29314 -4.95589 2.03852
H 1.22915 -4.06291 0.94432
H 0.47837 -6.64990 2.37994
H 0.57813 -6.34110 0.66016
H -1.77088 -6.31399 1.27831
H -1.14821 -4.91226 0.48682
H -1.84522 -4.83004 3.38166
H -2.60598 -3.92636 2.23615
H -1.06699 -2.58393 3.52202
H -0.66463 -2.50413 1.91220
H 1.54696 -1.90711 3.71116
H 1.72261 -2.02983 1.96632
H 2.81245 -3.04262 2.97461
C 6.99585 4.75156 -1.96395
C 6.00288 4.18934 -2.97539
C 4.56439 4.02096 -2.38616
N 3.50702 3.48093 -3.41407
C 4.00264 2.19143 -4.18906
C 2.85642 1.45688 -4.91740
C 1.51419 1.34036 -4.16207
C 1.05401 2.50974 -3.30411
C 2.26939 3.04266 -2.52176
C 3.16596 4.58467 -4.46601
H 7.99736 4.98349 -2.32626
H 7.13682 4.05543 -1.13713
H 6.65384 5.63959 -1.43240
H 6.47322 3.26075 -3.29880
H 6.11213 4.91019 -3.78567
H 4.23820 4.99059 -2.00994
H 4.61126 3.28728 -1.58140
H 4.51409 1.57537 -3.44948
H 4.68052 2.45907 -4.99958
H 3.03969 0.41137 -5.16520
H 2.60305 1.94996 -5.85590
H 1.54117 0.43800 -3.55122
H 0.69834 1.09833 -4.84318
H 0.32463 2.05170 -2.63604
H 0.50316 3.25988 -3.87152
H 2.60399 2.39263 -1.71330
H 2.03803 3.99334 -2.04136
H 2.29598 4.26656 -5.04053
H 4.03063 4.70453 -5.11875
H 2.94499 5.50421 -3.92405
C 0.03472 1.47224 4.46843
C -0.64136 2.69846 3.70286
C -0.01818 2.99053 2.32408
N -0.76410 4.05906 1.45358
C -0.17689 3.88959 0.02868
C -1.00023 4.76909 -0.98832
C -2.40715 4.30723 -1.08245
C -3.12176 4.51409 0.25104
C -2.35528 3.75660 1.38759
C -0.57015 5.46294 2.03741
H -0.43603 1.34209 5.44289
H 1.05898 1.55850 4.83115
H 0.00200 0.58126 3.84138
H -0.65174 3.57605 4.34926
H -1.66368 2.42831 3.43829
H -0.00497 2.07239 1.73676
H 1.01185 3.31285 2.47656
H -0.20097 2.87579 -0.37097
H 0.88704 4.12275 0.07092
H -0.55987 4.80624 -1.98471
H -0.91964 5.82147 -0.71610
H -2.55982 3.29013 -1.44341
H -2.90568 4.87036 -1.87142
H -4.14426 4.14854 0.34565
H -3.29557 5.55779 0.51293
H -2.43353 2.69109 1.17155
H -2.73881 3.94866 2.38964
H 0.50309 5.62806 2.13222
H -1.06447 5.44733 3.00875
H -1.08607 6.14257 1.35915
C -1.99016 -5.24156 -4.86937
C -3.08362 -4.46742 -4.10757
C -3.18160 -4.63975 -2.55130
N -4.23822 -3.73652 -1.79729
C -5.66399 -4.03298 -2.41037
C -6.81145 -3.29173 -1.69395
C -6.79016 -3.53864 -0.17573
C -5.37244 -3.20628 0.37462
C -4.17718 -3.91417 -0.24711
C -3.75232 -2.28832 -2.13659
H -1.83667 -5.00453 -5.92216
H -2.08593 -6.32724 -4.85404
H -1.07204 -4.99437 -4.33642
H -4.00565 -4.76214 -4.60865
H -2.83097 -3.44905 -4.40287
H -2.23083 -4.48378 -2.04159
H -3.58284 -5.61431 -2.27319
H -5.70829 -5.04969 -2.01992
H -5.61440 -3.98987 -3.49839
H -7.79783 -3.60478 -2.03624
H -6.78969 -2.21698 -1.87434
H -6.95896 -4.59606 0.02793
H -7.51504 -2.91499 0.34744
H -5.36230 -3.27307 1.46252
H -5.42097 -2.11968 0.30344
H -4.21024 -4.97500 0.00119
H -3.24993 -3.49899 0.14776
H -4.47472 -1.63333 -1.64953
H -3.79196 -2.10314 -3.21002
H -2.72991 -2.29648 -1.75884
O -4.74331 0.76435 -0.95590
C -5.42645 1.36637 -0.01860
O -4.92828 1.15994 1.13784
O -6.43703 1.98577 -0.29998
H -4.15226 0.50349 -0.24583
C 4.18454 4.26819 1.49299
O 3.50374 3.04595 1.25030
O 3.47971 5.04433 2.43940
C 5.73394 4.10595 1.77239
F 5.98916 3.86315 3.05897
F 6.37308 3.16216 1.06291
F 6.43969 5.16715 1.51786
C 3.86896 1.90822 2.06394
C 2.76913 0.83977 1.83685
H 1.80886 1.26481 2.12898
H 2.65633 0.56305 0.78862
H 3.01699 -0.01441 2.46696
H 3.98274 2.06835 3.13608
H 4.81944 1.57390 1.64810
H 4.15531 4.68472 0.48613
C -1.02055 -0.33234 0.12305
F -2.26127 -0.91683 0.17316
F -1.24604 0.92300 -0.34960
F -0.49184 -0.32367 1.35082
S 0.06490 -1.39770 -1.11089
O 0.05004 -2.73292 -0.43729
O -0.56107 -1.34691 -2.46097
O 1.43339 -0.74291 -1.00931
```

Summary:
max |F|	4.76	eV/A
energy	-94433.943	eV
net charge	+1
E_LUMO	-1.8	eV
HOMO-LUMO gap	0.232	Eh
HOMO energy	-8.131	eV

No. 2
A 12-piece molecular cluster, C42H87O13P overall in a non-equilibrium geometry. Source: the OMol25 dataset; level of theory: ωB97M-V with the def2-TZVPD basis set.

Geometry as XYZ:
```
143
Properties=species:S:1:pos:R:3
C 4.01247 0.06661 1.56490
C 3.67756 1.50554 2.14026
C 3.03539 2.42228 1.04639
C 1.55259 2.72572 1.47218
C 0.67387 3.09789 0.24124
O -0.69758 2.76737 0.37103
C -0.91214 1.36546 0.44990
P -2.59551 0.83677 -0.18553
C -2.59167 -1.04296 -0.05475
C -3.83490 1.35114 1.15157
O 1.51850 3.74130 2.49351
C 0.52376 3.34768 3.43383
H 3.72390 -0.67544 2.33705
H 3.37719 -0.13310 0.68345
H 5.08613 -0.03646 1.33917
H 3.00670 1.34784 3.00895
H 4.61057 1.92491 2.56646
H 3.60769 3.34348 0.84001
H 2.97970 1.84977 0.09966
H 1.21366 1.79632 1.97765
H 0.80570 4.18773 0.07744
H 1.08842 2.60602 -0.66836
H -0.86210 1.09414 1.53916
H -0.12245 0.75622 -0.04314
H -2.17321 -1.54855 -0.93992
H -1.93253 -1.32448 0.80435
H -3.59564 -1.43878 0.17555
H -4.69364 1.88653 0.71638
H -4.23030 0.43042 1.63459
H -3.35558 1.98098 1.92745
H -0.41424 3.10000 2.88535
H 0.25739 4.16974 4.12538
H 0.80288 2.44112 4.01203
C 0.85505 -2.87184 -0.93785
C -0.21661 -3.92311 -0.86989
C 0.04251 -5.13215 -0.01016
O -1.25429 -3.79775 -1.48807
H 0.52774 -2.06898 -1.58801
H 1.04052 -2.46433 0.05858
H 1.77195 -3.29807 -1.34275
H 0.19092 -4.82561 1.02796
H 0.92254 -5.66532 -0.37475
H -0.81264 -5.80009 -0.05887
C -8.50210 2.83418 3.20873
C -6.99883 2.82038 3.28363
C -6.37381 2.92223 4.64984
O -6.31878 2.72998 2.28572
H -8.81223 2.75407 2.16738
H -8.90852 1.98582 3.76394
H -8.88799 3.76902 3.61856
H -6.69005 2.07979 5.26743
H -6.66537 3.86103 5.12366
H -5.28902 2.89964 4.55344
C -1.19174 -6.88034 -3.36158
C -1.79232 -7.70846 -2.25961
C -3.01363 -8.52430 -2.59304
O -1.31295 -7.72002 -1.14637
H -0.32226 -6.34778 -2.98046
H -0.87538 -7.52750 -4.18180
H -1.92113 -6.15068 -3.71780
H -2.77738 -9.24225 -3.38100
H -3.82278 -7.86785 -2.91682
H -3.33756 -9.06922 -1.70668
C -0.03596 -11.89896 -4.78899
C 0.27071 -10.76033 -3.85168
C 0.01253 -10.98273 -2.38518
O 0.70652 -9.70749 -4.26192
H 0.19650 -11.59943 -5.80999
H 0.57148 -12.76780 -4.53035
H -1.09541 -12.15489 -4.72999
H 0.62187 -11.81144 -2.02039
H -1.04565 -11.19682 -2.22326
H 0.27679 -10.08225 -1.83178
C 2.11069 0.89554 -3.68986
C 2.23443 -0.59342 -3.54338
C 2.23244 -1.41550 -4.80342
O 2.32881 -1.10852 -2.44915
H 2.12542 1.35597 -2.70206
H 2.94820 1.28393 -4.27095
H 1.16779 1.14449 -4.17910
H 3.07660 -1.12807 -5.43358
H 1.29492 -1.26772 -5.34246
H 2.32752 -2.47037 -4.54733
C -0.70793 4.08087 -3.09650
C 0.01923 4.15687 -4.41265
C -0.80925 4.38371 -5.64992
O 1.22444 4.04055 -4.47348
H 0.01120 3.91062 -2.29834
H -1.22993 5.02032 -2.90680
H -1.41943 3.25269 -3.10821
H -1.34109 5.33340 -5.57267
H -1.52233 3.56708 -5.77515
H -0.15647 4.41674 -6.52142
C 6.47116 2.37008 -5.61810
C 5.19716 2.01329 -6.33707
C 4.47013 3.12287 -7.04850
O 4.77335 0.87828 -6.34204
H 6.88569 1.47710 -5.15219
H 7.19959 2.76764 -6.32675
H 6.26551 3.10896 -4.84168
H 5.11142 3.55329 -7.81979
H 4.17691 3.89408 -6.33387
H 3.57344 2.72321 -7.51984
C 3.54854 -7.33217 2.11195
C 2.55312 -8.40220 2.47857
C 1.16707 -8.28048 1.90344
O 2.85653 -9.32117 3.20534
H 4.50168 -7.54471 2.59417
H 3.69698 -7.31641 1.03073
H 3.19127 -6.35867 2.45265
H 1.21223 -8.30579 0.81301
H 0.70698 -7.34831 2.23556
H 0.55786 -9.11455 2.24851
C 2.87000 8.14384 3.22873
C 3.69686 7.61262 2.08869
C 3.42404 6.20177 1.63857
O 4.54736 8.29225 1.55530
H 3.17094 9.16581 3.44809
H 1.81300 8.13899 2.95465
H 3.02794 7.53496 4.11913
H 2.39196 6.11233 1.29748
H 3.60466 5.50662 2.45925
H 4.09037 5.95153 0.81260
C 5.82211 9.71716 7.04653
C 4.41732 10.00868 6.58892
C 3.87878 11.39126 6.84676
O 3.74810 9.16582 6.03573
H 6.07727 8.68843 6.79659
H 6.52343 10.38541 6.54407
H 5.89549 9.84514 8.12792
H 4.49563 12.13233 6.33564
H 3.86732 11.59237 7.91936
H 2.86069 11.45922 6.46602
C -10.73192 -0.82491 1.58775
C -9.99808 -0.89223 2.90108
C -8.64256 -1.54885 2.90367
O -10.47800 -0.43562 3.91451
H -11.68971 -0.32779 1.73472
H -10.14737 -0.25484 0.86339
H -10.91346 -1.83262 1.21027
H -7.96613 -1.01010 2.23702
H -8.73134 -2.58852 2.58426
H -8.23249 -1.52615 3.91256
```

Summary:
max |F|	1.98	eV/A
SMILES	CCC[C@H](COCP(C)C)OC.CC(C)=O.CC(C)=O.CC(C)=O.CC(C)=O.CC(C)=O.CC(C)=O.CC(C)=O.CC(C)=O.CC(C)=O.CC(C)=O.CC(C)=O
energy	-80868.982	eV
net charge	0
E_LUMO	0.6	eV
HOMO-LUMO gap	0.307	Eh
HOMO energy	-7.782	eV

No. 3
A 5-piece molecular cluster, C42H88N2O9S overall in a non-equilibrium geometry. Source: the OMol25 dataset; level of theory: ωB97M-V with the def2-TZVPD basis set.

Geometry as XYZ:
```
142
Properties=species:S:1:pos:R:3
C 1.50059 -4.33500 4.08323
C 2.97872 -3.65250 4.27964
C 3.11802 -2.65443 5.57300
C 1.76154 -1.81801 5.95696
C 1.08510 -0.97975 4.72178
C 2.14609 -0.33105 3.65419
C 3.37735 0.51956 4.32326
C 4.76686 0.01638 3.60719
C 5.50681 1.14365 2.66903
C 4.44147 2.04793 1.76713
C 5.12750 2.59746 0.34978
C 4.05929 3.61060 -0.38102
C 3.70207 4.95657 0.54533
C 2.18800 4.77522 1.23117
C 1.86668 5.91433 2.38219
C 0.35446 6.53726 2.06473
C -0.77327 5.34410 2.03201
C -0.74562 4.41192 3.40970
C -2.23846 3.67349 3.53098
C -1.97805 2.07502 3.79649
C -3.18143 1.30231 4.60000
N -3.84027 2.15989 5.68896
C -4.37336 0.69640 3.64833
S -5.99963 1.56821 4.06702
O -4.06429 0.67343 2.20787
C -5.08378 -0.14844 1.50249
N -4.46823 -1.19399 0.58645
C -4.04317 -0.50147 -0.70139
C -2.56261 -1.14596 -1.09217
C -2.75776 -2.73566 -1.44768
H 1.64617 -5.25084 3.33154
H 0.69657 -3.64335 3.58864
H 1.16476 -4.82031 5.10436
H 3.39860 -3.11714 3.30239
H 3.73645 -4.55393 4.47483
H 4.04112 -1.91565 5.51226
H 3.34930 -3.35712 6.50978
H 0.91056 -2.54502 6.37009
H 2.00307 -1.07641 6.85712
H 0.50901 -0.06122 5.22067
H 0.24792 -1.57686 4.13013
H 1.52150 0.44617 2.99765
H 2.46782 -1.18208 2.91832
H 3.51200 0.31804 5.49214
H 3.14386 1.66028 4.20633
H 4.63571 -0.94787 2.92391
H 5.52116 -0.32225 4.46604
H 6.21856 1.83044 3.31309
H 6.20923 0.58333 1.88307
H 3.46275 1.39774 1.55725
H 4.14864 2.96888 2.46652
H 5.30166 1.67355 -0.37176
H 6.09691 3.21464 0.57321
H 3.03707 3.05989 -0.65842
H 4.54879 3.92835 -1.41056
H 3.72554 5.90365 -0.15251
H 4.49422 5.09197 1.42671
H 1.43147 5.00609 0.33726
H 2.01168 3.68422 1.64835
H 1.92589 5.48418 3.46941
H 2.63226 6.82299 2.30126
H 0.43871 7.09197 1.01132
H 0.06714 7.40460 2.83237
H -0.59368 4.57273 1.13880
H -1.85853 5.81613 1.99775
H 0.14589 3.65362 3.43133
H -0.59076 5.14090 4.33164
H -2.81044 3.84748 2.52133
H -2.77060 4.22722 4.44251
H -1.67481 1.55576 2.77823
H -1.00829 1.99370 4.48600
H -2.68424 0.39283 5.18119
H -3.13632 2.80951 6.10445
H -4.25344 1.50593 6.38962
H -4.51507 -0.44036 3.98290
H -6.52145 0.82342 5.14802
H -5.80582 -0.72237 2.24213
H -5.78278 0.52024 0.80502
H -5.23462 -1.85130 0.29797
H -4.78924 -0.68626 -1.58384
H -3.95339 0.65235 -0.45192
H -2.04554 -0.54207 -1.95264
H -1.91959 -1.07254 -0.08904
H -3.15623 -3.36396 -0.53247
H -1.71609 -3.23262 -1.74946
H -3.47575 -2.81295 -2.39227
C -12.29257 3.00924 2.96750
C -12.10105 1.60227 2.43453
O -11.27793 1.60857 1.25364
C -9.92416 1.59587 1.26172
C -9.20388 1.87031 2.54865
O -9.30001 1.43926 0.21624
H -11.34328 3.45956 3.26838
H -12.96400 3.00562 3.83161
H -12.71810 3.65649 2.19349
H -11.70469 0.91594 3.18768
H -13.07323 1.19987 2.13078
H -8.96169 2.93363 2.60500
H -8.27752 1.28658 2.55708
H -9.75816 1.57184 3.43609
C 2.28646 -4.14156 -2.68566
C 2.93958 -4.76935 -1.46927
O 2.14468 -4.54983 -0.28944
C 1.10481 -5.32874 0.09120
C 0.54405 -6.31866 -0.88653
O 0.58245 -5.17050 1.19084
H 1.31143 -4.58827 -2.89594
H 2.92106 -4.26246 -3.56894
H 2.11509 -3.07298 -2.51866
H 3.15503 -5.83233 -1.60730
H 3.90232 -4.27984 -1.28809
H -0.29428 -5.86326 -1.41784
H 0.18872 -7.19138 -0.32883
H 1.27339 -6.69272 -1.60207
C 5.10042 -0.08756 -6.91741
C 3.97771 -1.08386 -6.70019
O 4.40443 -2.15895 -5.84337
C 4.38499 -2.11590 -4.49034
C 4.17692 -0.79544 -3.80958
O 4.61175 -3.12900 -3.83512
H 5.40952 0.38281 -5.98057
H 4.78933 0.69746 -7.61348
H 5.98376 -0.59010 -7.32519
H 3.06548 -0.61566 -6.32067
H 3.71445 -1.54038 -7.66018
H 5.14838 -0.35426 -3.57699
H 3.62583 -0.96955 -2.87956
H 3.58184 -0.09097 -4.38704
C 3.03753 -4.20333 -11.51121
C 2.38886 -3.30954 -10.47166
O 3.13614 -2.09061 -10.30483
C 2.99143 -0.98961 -11.07928
C 2.22185 -1.10119 -12.36210
O 3.54766 0.06090 -10.77245
H 3.05738 -3.72890 -12.49558
H 2.49805 -5.15180 -11.59419
H 4.07769 -4.41228 -11.24009
H 1.33820 -3.10097 -10.69079
H 2.40730 -3.81789 -9.50184
H 2.91604 -1.30020 -13.18123
H 1.71161 -0.14932 -12.54251
H 1.44507 -1.86288 -12.34506
```

Summary:
max |F|	2.75	eV/A
SMILES	CCCCCCCCCCCCCCCCCCCC[C@@H](N)[C@@H](S)OCNCCC.CCOC(C)=O.CCOC(C)=O.CCOC(C)=O.CCOC(C)=O
energy	-77211.479	eV
net charge	0
E_LUMO	0.5	eV
HOMO-LUMO gap	0.324	Eh
HOMO energy	-8.355	eV

Q: HOMO-LUMO gap of number 1 (C42H87F6N4O8S)?
A: 0.232 Eh